Record 1
Below is a cluster of 2 separate species, C2H8O5Si in total in a non-equilibrium geometry, with properties calculated with ωB97M-V/def2-TZVPD.

Values from the calculation:
total energy: -20315.376 eV
maximum force: 6.0 eV Å⁻¹
lowest unoccupied orbital energy: 0.4 eV
Kohn-Sham gap: 9.342 eV
charge: 0

CARTESIAN COORDINATES (ANGSTROEM)
C 0.55130 -1.31243 0.66648
C 1.18824 0.14401 0.85375
O 1.53557 -2.27614 0.93830
O -0.00602 -1.59606 -0.62507
O -0.51636 -1.32140 1.53071
O -1.72849 1.69800 -0.56077
O 1.82878 0.28199 1.88900
Si -0.97631 2.19530 -1.86674
H 1.20670 -3.20548 0.87955
H -0.01506 -0.86524 -1.29968
H -1.04771 -1.95867 1.16529
H -1.47189 1.60695 0.26754
H 1.95445 -0.42185 2.47846
H -0.82388 1.02214 -2.79471
H -2.02162 3.23750 -2.22301
H 0.34231 2.77140 -1.29910

Mulliken population analysis, charges in e, atoms 1 to 6:
1 C 1.0568
2 C -0.5210
3 O -0.5413
4 O -0.5657
5 O -0.4781
6 O -0.3218

=====

Record 2
Below is the molecule C18H21NOS, with properties calculated with ωB97M-V/def2-TZVPD.

Values from the calculation:
SMILES string: Cc1ccccc1SCCNC(=O)CCc1ccccc1
total energy: -33380.693 eV
maximum force: 0.7 eV Å⁻¹
lowest unoccupied orbital energy: 0.7 eV
Kohn-Sham gap: 9.082 eV
charge: 0

CARTESIAN COORDINATES (ANGSTROEM)
C -3.98535 -0.51146 1.97049
C -3.74626 -0.11880 0.54574
C -4.50489 0.89898 -0.02422
C -4.30699 1.30224 -1.33068
C -3.34292 0.68150 -2.10749
C -2.58235 -0.33469 -1.56385
C -2.77252 -0.72060 -0.24551
S -1.71395 -2.01147 0.40519
C -0.14027 -1.09541 0.38907
H 0.62930 -1.82366 0.64654
H 0.03901 -0.72284 -0.61886
C -0.16898 0.05746 1.38613
N 1.06881 0.79845 1.37598
C 1.21086 1.94865 0.67056
O 0.28744 2.49210 0.10469
C 2.62760 2.49773 0.67243
C 3.40629 1.94835 -0.53612
C 3.45730 0.44664 -0.52706
C 4.19522 -0.22816 0.44014
C 4.21450 -1.61094 0.47813
C 3.49828 -2.34099 -0.45581
C 2.76886 -1.67986 -1.42872
C 2.74677 -0.29595 -1.46059
H 2.17337 0.21698 -2.21973
H 2.21362 -2.24451 -2.16323
H 3.51274 -3.42030 -0.42756
H 4.79198 -2.12046 1.23591
H 4.76651 0.33602 1.16486
H 2.92178 2.29512 -1.45010
H 4.42087 2.35410 -0.50995
H 3.13323 2.23088 1.60135
H 2.57214 3.58394 0.59566
H 1.89496 0.31753 1.69733
H -0.35863 -0.32440 2.39365
H -0.95917 0.76164 1.11078
H -1.83517 -0.83642 -2.16124
H -3.18611 0.98469 -3.13152
H -4.90660 2.09870 -1.74550
H -5.26029 1.38196 0.57919
H -3.44139 -1.41784 2.22040
H -3.66027 0.28843 2.63610
H -5.04690 -0.67886 2.14195

Mulliken population analysis, charges in e, atoms 1 to 6:
1 C -1.6106
2 C 0.8709
3 C -0.4811
4 C -0.5810
5 C -0.7470
6 C -0.4065

=====

Record 3
Below is a structure of composition C39H60N4O6SSeTc in a non-equilibrium geometry, with properties calculated with ωB97M-V/def2-TZVPD.

Values from the calculation:
total energy: -138043.283 eV
maximum force: 1.1 eV Å⁻¹
lowest unoccupied orbital energy (spin up / spin down): 0.0 / -0.9 eV
Kohn-Sham gap (spin up / spin down): 7.172 / 6.700 eV
<S²>: 3.77
spin multiplicity: 4
charge: 0

CARTESIAN COORDINATES (ANGSTROEM)
Tc 0.00947 1.45066 0.16944
C -2.51353 -4.74353 -3.26805
C -3.27439 -3.82992 -2.29715
C -4.68066 -3.56072 -2.85051
C -3.41249 -4.56483 -0.96303
C -2.53207 -2.50301 -2.14317
C -2.14710 -2.00960 -0.91140
C -1.48940 -0.78568 -0.84538
N -0.98517 -0.20031 0.31587
C -0.44964 -1.01463 1.34036
C -1.18552 -1.83881 2.17108
C -0.51663 -2.67382 3.04994
C 0.87632 -2.65389 3.01116
C 1.65166 -1.82135 2.20604
C 0.94966 -0.89446 1.40815
O 1.48118 0.10740 0.67210
C 3.17843 -1.96894 2.23703
C 3.77343 -1.71910 0.84419
C 3.57874 -3.40465 2.61799
C 3.79925 -1.01366 3.28559
C -1.23639 -3.60765 4.02161
C -0.82625 -5.06139 3.75048
C -0.85261 -3.23088 5.46001
C -2.75574 -3.50945 3.88528
C -1.15738 -0.05399 -1.98483
O -0.43069 1.06446 -1.74999
C -1.54665 -0.53298 -3.25102
C -2.22786 -1.74404 -3.27801
C -1.18926 0.20168 -4.54041
C -1.68664 -0.52418 -5.79217
C -1.84834 1.58611 -4.53218
C 0.33945 0.31007 -4.64385
H -3.01945 -5.70835 -3.34918
H -1.49501 -4.91830 -2.91649
H -2.45547 -4.31452 -4.26898
H -5.21000 -4.50168 -3.01932
H -4.63789 -3.02162 -3.79803
H -5.26245 -2.96048 -2.14808
H -3.92829 -5.51361 -1.12193
H -3.99721 -3.98826 -0.24308
H -2.43785 -4.78159 -0.52054
H -2.32495 -2.56104 -0.00159
H -2.26450 -1.82180 2.10337
H 1.39551 -3.33916 3.66517
H 3.36207 -2.42832 0.12190
H 4.85641 -1.85997 0.87977
H 3.56296 -0.71700 0.47957
H 3.08111 -4.14272 1.98577
H 3.36479 -3.63854 3.66150
H 4.65710 -3.50980 2.48463
H 4.28196 -0.15879 2.82016
H 4.55994 -1.53309 3.87239
H 3.04786 -0.63455 3.97810
H 0.25261 -5.19824 3.82869
H -1.13171 -5.36815 2.74787
H -1.30229 -5.72881 4.47327
H 0.20886 -3.40211 5.64539
H -1.42058 -3.83136 6.17501
H -1.06051 -2.17678 5.65170
H -3.08691 -3.77509 2.87866
H -3.11630 -2.50442 4.11409
H -3.23017 -4.20128 4.58376
H -2.53300 -2.13356 -4.23842
H -2.76911 -0.66562 -5.78074
H -1.20945 -1.49815 -5.91520
H -1.44068 0.07857 -6.66850
H -2.93609 1.48524 -4.51367
H -1.57329 2.14884 -5.42781
H -1.54974 2.16003 -3.66095
H 0.78085 -0.68848 -4.66180
H 0.76387 0.84523 -3.79815
H 0.62206 0.82465 -5.56624
C 0.95982 3.40451 -3.01749
N 1.01429 3.73092 -1.59719
C 2.28504 4.41092 -1.33898
C -0.09782 4.59679 -1.21198
C -1.43079 3.87113 -1.17953
N -1.65974 2.93644 -0.03886
C -1.90213 3.71226 1.20081
C -2.91261 2.20236 -0.33266
H 0.86984 4.31267 -3.63369
H 0.13121 2.74041 -3.22886
H 1.87629 2.88858 -3.30185
H 2.39190 5.30311 -1.97522
H 3.10848 3.73225 -1.56071
H 2.35622 4.71045 -0.29910
H -0.20421 5.43136 -1.92489
H 0.12751 5.03691 -0.24269
H -1.54738 3.28234 -2.08492
H -2.23895 4.61167 -1.16091
H -2.74990 4.38503 1.04118
H -1.03050 4.29731 1.47160
H -2.13333 3.02855 2.01407
H -3.73875 2.91337 -0.43288
H -3.12546 1.51269 0.48116
H -2.80827 1.64215 -1.25794
Se 3.68377 2.00190 1.40230
C 4.37203 3.74781 1.68956
C 3.89217 4.63353 2.63984
C 4.47683 5.89167 2.70259
N 5.46310 6.30322 1.91142
C 5.91212 5.43288 1.00927
C 5.40854 4.15265 0.85510
H 3.09286 4.37163 3.31865
H 4.12242 6.60749 3.43622
H 6.71803 5.77589 0.36972
H 5.82378 3.49615 0.09888
O 1.10507 3.30432 1.12798
S 1.02496 2.72350 2.47679
O 2.43869 2.04054 2.73462
O 0.01430 1.64071 2.34266
O 0.81227 3.60968 3.56867

Mulliken population analysis, charges in e, atoms 1 to 6:
1 Tc -0.2386
2 C -1.7479
3 C 2.1375
4 C -1.6836
5 C -2.2251
6 C -0.2794

=====

Question: Which formula does entry 3 have?
Answer: C39H60N4O6SSeTc